Entry 1:
Molecular formula: C2Br4
Method: DFT, ωB97M-V with the def2-TZVPD basis set

The geometry in XYZ format:
```
6
Properties=species:S:1:pos:R:3:forces:R:3
C 1.670 -0.056 -0.648 -0.4 -0.2 -0.5
C -1.362 -0.284 0.312 1.3 1.2 1.3
Br 1.726 1.757 -0.170 0.2 -0.3 0.3
Br 2.406 -1.252 0.588 0.1 0.5 0.2
Br -2.323 1.294 0.706 -0.2 -0.4 -0.3
Br -2.117 -1.459 -0.789 -1.1 -0.8 -1.0
```
Forces are in eV/Å.

* energy: -282237.411 eV
* orbital gap: 7.47 eV
* energy above the lowest of the compared OMol25 structures with the same formula, charge and spin: 292.53 kJ/mol
* LUMO: -0.0542 hartree

***

Entry 2:
Molecular formula: C2BrF3S
Method: DFT, ωB97M-V with the def2-TZVPD basis set

The geometry in XYZ format:
```
7
Properties=species:S:1:pos:R:3:forces:R:3
C 1.570 -0.514 -0.093 -0.6 0.9 0.1
C -1.007 0.593 0.077 -0.3 1.3 1.5
F 2.644 0.217 -0.197 -0.2 -0.2 0.0
F -1.038 1.225 -1.075 0.1 0.5 0.3
F -1.394 1.442 1.139 0.9 -1.4 -2.1
S 1.286 -2.021 0.133 0.3 -0.7 0.0
Br -2.060 -0.943 0.016 -0.2 -0.5 0.2
```
Forces are in eV/Å.

* energy: -91099.522 eV
* orbital gap (spin up / spin down): 7.98 / 8.39 eV
* energy above the lowest of the compared OMol25 structures with the same formula, charge and spin: 337.41 kJ/mol
* LUMO (spin up / spin down): -0.0348 / -0.0399 hartree

***

Entry 3:
Molecular formula: C2BrF3S
Method: DFT, ωB97M-V with the def2-TZVPD basis set

The geometry in XYZ format:
```
7
Properties=species:S:1:pos:R:3:forces:R:3
C -0.549 0.613 -1.406 -0.5 -0.7 1.8
C 0.064 -0.514 1.044 1.2 -1.0 -2.6
F -1.714 1.208 -1.285 0.9 0.0 -0.6
F -0.627 -1.595 1.424 0.5 1.3 0.5
F 0.080 0.516 1.825 -0.8 0.0 1.2
S 0.812 0.709 -2.144 -0.3 0.6 -0.7
Br 1.933 -0.937 0.542 -0.9 -0.2 0.5
```
Forces are in eV/Å.

* energy: -91099.443 eV
* orbital gap (spin up / spin down): 7.66 / 8.47 eV
* energy above the lowest of the compared OMol25 structures with the same formula, charge and spin: 345.08 kJ/mol
* LUMO (spin up / spin down): -0.0321 / -0.0260 hartree

***

Entry 4:
Molecular formula: C2BrN2P
Method: DFT, ωB97M-V with the def2-TZVPD basis set

The geometry in XYZ format:
```
6
Properties=species:S:1:pos:R:3:forces:R:3
C -2.796 -2.352 0.155 0.8 0.7 -0.2
C 0.941 1.781 0.076 0.3 1.5 0.6
N -1.949 -1.585 -0.092 -0.7 -0.6 0.2
N 1.081 2.806 0.619 -0.3 -1.4 -0.6
P 0.751 0.382 -0.968 0.0 -0.4 0.1
Br 1.973 -1.033 0.210 -0.1 0.1 -0.1
```
Forces are in eV/Å.

* energy: -84380.432 eV
* orbital gap (spin up / spin down): 8.72 / 4.38 eV
* energy above the lowest of the compared OMol25 structures with the same formula, charge and spin: 218.24 kJ/mol
* LUMO (spin up / spin down): -0.0845 / -0.1737 hartree

***

Entry 5:
Molecular formula: C2CdF5NO4S2
Method: DFT, ωB97M-V with the def2-TZVPD basis set

The geometry in XYZ format:
```
15
Properties=species:S:1:pos:R:3:forces:R:3
Cd -2.334 0.419 -1.047 -1.6 -1.2 -2.1
F -2.862 -1.568 -1.520 -1.5 0.6 -1.8
N 0.586 0.141 1.388 0.3 0.3 -0.6
S -1.054 0.054 1.406 1.3 -0.4 1.8
O -1.513 -0.200 2.761 0.4 0.3 -1.9
O -1.651 1.263 0.738 0.6 0.4 1.1
C -1.390 -1.218 0.056 -0.8 0.3 3.0
F -1.633 -2.368 0.723 1.8 1.0 -1.6
S 1.229 -0.312 0.038 -0.3 -1.6 0.7
O -0.007 -0.710 -0.893 1.3 -0.8 1.5
O 2.296 -1.285 0.108 -1.1 1.3 -0.1
C 1.954 1.192 -0.805 0.0 -0.8 0.5
F 1.004 2.049 -1.091 -0.6 0.5 -0.3
F 2.805 1.738 0.036 0.2 0.1 0.1
F 2.571 0.805 -1.898 0.1 0.0 -0.3
```
Forces are in eV/Å.

* energy: -51568.785 eV
* orbital gap: 6.43 eV
* energy above the lowest of the compared OMol25 structures with the same formula, charge and spin: 186.48 kJ/mol
* LUMO: -0.0911 hartree

***

Entry 6:
Molecular formula: C2Cl2F4S
Method: DFT, ωB97M-V with the def2-TZVPD basis set

The geometry in XYZ format:
```
9
Properties=species:S:1:pos:R:3:forces:R:3
C 0.138 0.822 0.566 -0.5 1.2 0.2
C -0.977 -0.164 0.172 0.8 -1.3 -1.3
F 1.188 0.434 1.250 0.5 -1.4 0.6
F 0.643 1.385 -0.534 -0.6 0.1 -0.3
F -0.438 1.774 1.339 -0.3 -0.1 -0.4
F -1.523 -0.928 1.122 0.8 0.9 -0.7
S 0.826 -2.789 -2.199 0.5 -0.9 -0.2
Cl -0.597 -1.046 -1.384 -1.3 1.4 2.0
Cl 2.135 -1.978 -3.456 0.1 0.2 -0.1
```
Forces are in eV/Å.

* energy: -48820.530 eV
* orbital gap (spin up / spin down): 7.20 / 7.63 eV
* energy above the lowest of the compared OMol25 structures with the same formula, charge and spin: 274.81 kJ/mol
* LUMO (spin up / spin down): -0.0789 / -0.0631 hartree

***

Entry 7:
Molecular formula: C2Cl2F5OP
Method: DFT, ωB97M-V with the def2-TZVPD basis set

The geometry in XYZ format:
```
11
Properties=species:S:1:pos:R:3:forces:R:3
C 1.557 0.327 -0.199 0.4 0.7 -0.6
C 0.679 -0.585 0.642 -1.7 -0.5 0.3
O -1.887 0.226 -1.836 0.1 0.1 -0.8
F 1.046 1.564 -0.215 -0.1 -0.2 0.2
F 2.817 0.426 0.254 -0.3 -0.3 0.2
F 1.612 -0.110 -1.453 -0.1 -0.3 0.1
F 0.913 -1.885 0.467 -0.1 0.8 -0.1
F 0.675 -0.300 1.946 0.0 0.1 -0.9
P -1.907 0.050 -0.397 2.0 -0.5 0.7
Cl -3.114 -1.429 0.200 -0.1 0.0 0.3
Cl -2.392 1.716 0.592 -0.2 0.0 0.3
```
Forces are in eV/Å.

* energy: -52042.379 eV
* orbital gap (spin up / spin down): 8.03 / 8.09 eV
* LUMO (spin up / spin down): -0.0828 / -0.0632 hartree

***

Entry 8:
Molecular formula: C2Cl2N2O4
Method: DFT, ωB97M-V with the def2-TZVPD basis set

The geometry in XYZ format:
```
10
Properties=species:S:1:pos:R:3:forces:R:3
C 0.615 -1.650 -0.252 -2.6 -1.4 0.5
C 0.969 2.297 2.120 2.4 0.5 -0.8
N -0.562 1.894 2.301 -2.2 0.2 -0.8
N -1.384 1.574 1.570 0.4 0.2 2.0
O 1.523 -1.264 -0.803 2.9 1.3 -1.2
O 1.071 3.420 1.659 -0.7 -0.7 0.6
O -0.313 -2.187 0.190 -0.2 -0.1 0.7
O 1.682 1.386 2.479 -0.4 0.1 0.2
Cl -0.730 0.932 -0.314 0.3 0.0 -1.1
Cl -2.872 -6.403 -8.949 0.0 -0.1 -0.1
```
Forces are in eV/Å.

* energy: -38291.819 eV
* orbital gap: 7.05 eV
* charge: -2
* energy above the lowest of the compared OMol25 structures with the same formula, charge and spin: 0.00 kJ/mol
* LUMO: 0.1780 hartree

***

Entry 9:
Molecular formula: C2Cl2O3
Method: DFT, ωB97M-V with the def2-TZVPD basis set

The geometry in XYZ format:
```
7
Properties=species:S:1:pos:R:3:forces:R:3
C 2.105 1.089 -0.114 -1.7 -0.6 -1.3
C -1.114 -1.885 -0.028 1.7 -2.0 2.7
O 1.186 0.489 -0.466 -0.8 -1.0 0.2
O -0.483 -2.377 0.819 -1.1 0.7 -2.2
O 2.998 1.749 0.097 2.5 1.5 1.1
Cl -2.029 -0.653 -0.475 -0.5 1.7 -0.3
Cl -2.663 1.588 0.167 -0.1 -0.4 -0.3
```
Forces are in eV/Å.

* energy: -33259.172 eV
* orbital gap (spin up / spin down): 7.65 / 7.64 eV
* energy above the lowest of the compared OMol25 structures with the same formula, charge and spin: 111.97 kJ/mol
* LUMO (spin up / spin down): -0.0727 / -0.0728 hartree

***

Entry 10:
Molecular formula: C2Cl3F
Method: DFT, ωB97M-V with the def2-TZVPD basis set

The geometry in XYZ format:
```
6
Properties=species:S:1:pos:R:3:forces:R:3
F 0.840 -1.695 0.224 -0.6 0.3 -0.6
C 0.611 -0.414 -0.032 -2.1 1.8 0.4
Cl 2.053 0.515 -0.126 -0.1 -0.3 0.1
C -0.624 0.237 -0.064 2.6 -3.0 0.2
Cl -0.725 1.874 0.107 0.1 2.0 -0.2
Cl -2.155 -0.517 -0.109 0.1 -0.8 0.0
```
Forces are in eV/Å.

* energy: -42357.403 eV
* orbital gap: 9.95 eV
* structure (SMILES): FC(Cl)=C(Cl)Cl
* energy above the lowest of the compared OMol25 structures with the same formula, charge and spin: 39.22 kJ/mol
* LUMO: 0.0253 hartree

***

Entry 11:
Molecular formula: C2ClF2NO
Method: DFT, ωB97M-V with the def2-TZVPD basis set

The geometry in XYZ format:
```
7
Properties=species:S:1:pos:R:3:forces:R:3
C 0.832 0.673 -0.011 0.9 0.3 -0.3
C -1.614 -0.550 0.315 -1.0 -0.7 2.1
N 1.835 0.141 -0.279 -3.0 0.7 1.0
O 2.706 -0.644 -0.422 1.8 -0.6 -0.5
F -2.843 -0.093 0.629 0.8 -0.4 -0.7
F -1.620 -0.782 -0.930 -0.5 -0.1 -1.4
Cl -0.482 1.650 0.218 1.2 0.8 -0.2
```
Forces are in eV/Å.

* energy: -23562.561 eV
* orbital gap: 10.09 eV
* energy above the lowest of the compared OMol25 structures with the same formula, charge and spin: 30.59 kJ/mol
* LUMO: 0.0041 hartree

***

Entry 12:
Molecular formula: C2ClF2NO3
Method: DFT, ωB97M-V with the def2-TZVPD basis set

The geometry in XYZ format:
```
9
Properties=species:S:1:pos:R:3:forces:R:3
C -0.184 -0.242 1.638 -1.5 -0.6 -0.4
C 0.531 -0.302 -0.597 2.1 -1.1 -2.9
N -0.569 0.462 -1.124 0.0 -1.1 -0.1
O -0.506 1.601 -0.749 -0.4 1.5 0.2
O -0.781 -1.221 1.851 0.2 -0.2 0.6
O -1.453 -0.084 -1.745 -0.1 -0.3 0.0
F 1.670 0.324 -0.763 0.1 0.8 0.8
F 0.755 -1.533 -0.988 -1.3 -0.2 0.2
Cl 0.537 0.994 2.478 0.9 1.1 1.6
```
Forces are in eV/Å.

* energy: -27656.078 eV
* orbital gap (spin up / spin down): 7.59 / 8.89 eV
* 2S+1: 3
* LUMO (spin up / spin down): -0.0135 / -0.1114 hartree
* expectation value of S²: 2.008